Molecular formula: C12H17NS
Method: DFT, ωB97M-V/def2-TZVPD

SMILES string: Cc1c[nH]c2ccccc12.CCSC
Energy relative to the best compared isomer or geometry (same formula, charge and spin): 210.9 kJ/mol
DFT total energy: -920.3371 hartree
F_max: 3.33 eV/A
HOMO level: -0.2876 Ha
Lowest unoccupied orbital energy: 0.782 eV

The geometry in XYZ format:
```
31
C12H17NS (ωB97M-V/def2-TZVPD)
C -0.72 -2.10 -3.16
C -0.73 -1.05 -2.11
C -1.51 -1.00 -1.01
N -1.32 0.14 -0.26
C -0.52 0.99 -1.06
C -0.02 2.26 -0.79
C 1.07 2.75 -1.49
C 1.61 1.90 -2.52
C 1.01 0.75 -2.89
C -0.07 0.22 -2.13
H -1.72 -2.49 -3.36
H 0.05 -2.85 -2.97
H -0.60 -1.64 -4.15
H -2.02 -1.79 -0.48
H -1.84 0.67 0.43
H -0.26 2.65 0.21
H 1.42 3.76 -1.32
H 2.51 2.29 -2.98
H 1.39 0.22 -3.75
C 1.70 0.18 2.76
C 0.60 0.23 3.79
S -1.20 0.06 3.33
C -1.36 -1.58 2.51
H 2.50 0.78 3.23
H 1.31 0.58 1.80
H 1.82 -0.83 2.33
H 0.77 -0.44 4.64
H 0.43 1.19 4.31
H -0.34 -1.96 2.54
H -2.09 -2.25 2.98
H -1.88 -1.62 1.55
```